No. 1
The following is a DFT calculation (ωB97M-V with the def2-TZVPD basis set) of a structure of composition C12H33MnNO16S4 in a non-equilibrium geometry.

Each line ends with the Mulliken spin population.
Element x y z (Å)
Mn 2.636147 -12.355797 -9.682869  4.79
N 5.204449 -13.986068 -8.769333  0.01
O 4.369044 -13.508027 -9.618166  0.02
O 5.261787 -13.474975 -7.629962  0.01
O 5.950804 -14.883355 -9.112536  0.01
O 2.910474 -11.230644 -11.272753  0.08
H 3.098379 -11.495413 -12.173233  0.01
O 3.282974 -10.826432 -8.311118  0.02
S 3.317157 -9.783942 -7.348504  0.01
O 3.443343 -8.416272 -7.719266  0.00
O 1.951558 -10.000034 -6.585187  0.01
C 1.567425 -9.091603 -5.551847  0.00
C 0.104288 -9.202088 -5.211876  0.00
C 4.479730 -10.225984 -6.091262  0.00
H 1.899146 -8.061812 -5.730923  0.00
H 2.164505 -9.322540 -4.650661  0.00
H -0.135835 -10.224412 -4.919352  0.00
H -0.519770 -8.938108 -6.062110  0.00
H -0.048481 -8.543635 -4.357637  0.00
H 3.973575 -11.014437 -5.537338  0.00
H 4.667739 -9.412600 -5.396527  0.00
H 5.375755 -10.573299 -6.597765  0.00
O 2.235420 -13.288818 -7.791394  0.01
S 2.223838 -13.785679 -6.466484  0.01
O 2.575788 -12.935948 -5.386124  0.00
O 0.711950 -14.240453 -6.253063  0.00
C 0.375762 -14.812101 -4.970924  0.00
C -1.141485 -14.746572 -4.826711  0.00
C 3.169747 -15.275692 -6.366789  0.00
H 0.900042 -14.300376 -4.165543  0.00
H 0.667122 -15.868014 -4.934629  0.00
H -1.497301 -13.825254 -5.287089  0.00
H -1.397579 -14.797274 -3.770208  0.00
H -1.635230 -15.566393 -5.346665  0.00
H 3.095330 -15.575973 -5.326376  0.00
H 4.175330 -14.933960 -6.636617  0.00
H 2.819972 -15.989871 -7.104566  0.00
O 1.196125 -13.922295 -10.352884  -0.01
S -0.015830 -14.629733 -10.607809  0.00
O -1.216197 -13.944304 -10.923690  0.00
O 0.232417 -15.671627 -11.780191  0.00
C 0.321257 -15.134935 -13.114512  0.00
C 1.695323 -14.576757 -13.422306  0.00
C -0.247161 -15.836572 -9.352355  0.00
H -0.509104 -14.455619 -13.326009  0.00
H 0.117307 -15.968592 -13.789253  0.00
H 1.774094 -14.249787 -14.457612  0.00
H 2.412533 -15.387573 -13.261751  0.00
H 2.030022 -13.779255 -12.759887  0.01
H 0.652477 -16.452118 -9.425227  0.00
H -1.129584 -16.444206 -9.492035  0.00
H -0.156147 -15.313374 -8.399786  0.00
O -0.986748 -9.795899 -8.401587  0.00
S -0.299850 -10.265217 -9.569199  0.00
O 0.579382 -11.370761 -9.509121  -0.01
O -1.336216 -10.544006 -10.714695  0.00
C -2.745159 -10.360146 -10.423881  0.00
C -3.205866 -8.977545 -10.740141  0.00
C 0.601996 -8.909335 -10.218334  0.00
H -2.886682 -10.637371 -9.380488  0.00
H -3.278731 -11.101115 -11.017429  0.00
H -2.630273 -8.221409 -10.199124  0.00
H -4.245778 -8.802583 -10.460540  0.00
H -3.115852 -8.733167 -11.800032  0.00
H 1.080795 -8.423787 -9.369691  0.00
H -0.047445 -8.223748 -10.752950  0.00
H 1.380357 -9.294206 -10.882473  0.00

Forces on atoms 1 to 2 (eV/Å):
0.4 0.6 -1.0
0.0 0.8 -0.2

As for the HOMO energy (spin up / spin down): -7.531 / -8.333 eV. Its spin multiplicity is 6. Its total energy is -4479.2634 Ha. Its energy relative to the best compared isomer or geometry (same formula, charge and spin) is 0.0 kcal per mole. Its gap between HOMO and LUMO (spin up / spin down) is 0.28105 / 0.31052 Ha.

No. 2
The following is a DFT calculation (ωB97M-V with the def2-TZVPD basis set) of the ion C2H3N2S2 with charge +1 in a non-equilibrium geometry.

Each line ends with the Mulliken charge.
Element x y z (Å)
C -0.711118 0.932256 0.738768  -0.19
C 0.324649 -0.511170 -1.274330  0.67
N -0.553279 0.037536 -0.458156  -0.18
N 0.101854 0.742399 1.750054  -0.25
S 0.013041 -1.647565 -2.524221  0.00
S 1.771754 -0.488531 -2.199090  0.06
H -1.573911 -0.139475 -0.671114  0.31
H 0.722590 -0.086863 1.964067  0.27
H -0.095582 1.161414 2.674022  0.31

Forces on atoms 1 to 2 (eV/Å):
0.8 0.5 0.2
-1.3 0.2 -0.5

As for the HOMO energy: -13.865 eV. Its total energy is -983.5021 Ha. Its charge is +1. Its energy relative to the best compared isomer or geometry (same formula, charge and spin) is 76.0 kcal per mole. Its gap between HOMO and LUMO is 0.29816 Ha.

No. 3
The following is a DFT calculation (ωB97M-V with the def2-TZVPD basis set) of a structure of composition C12H22BrClF3NO8S2 in a non-equilibrium geometry.

Each line ends with the Mulliken charge.
Element x y z (Å)
C 1.484184 -0.191299 2.540466  -1.33
C 0.018250 -0.647863 2.501002  1.36
Br -0.051538 -2.598729 2.703026  -0.13
C -0.807054 0.015758 3.610135  -1.80
C -2.318795 0.035201 3.338883  1.55
Cl -3.181687 -0.324791 4.892651  -0.18
O -2.666543 -0.951165 2.375625  -0.24
S -3.891208 -0.480850 1.475274  1.03
O -3.767292 -1.053385 0.191817  -0.53
O -5.096228 -0.535842 2.220521  -0.54
O -3.374059 1.037441 1.424001  -0.37
C -2.982164 1.347724 2.753195  -0.64
S -2.181193 2.947340 2.869747  1.10
O -3.166937 3.917871 2.507204  -0.65
O -1.504576 3.029026 4.126004  -0.62
C -0.919022 2.994411 1.499846  0.70
F -0.548833 4.240412 1.380153  -0.24
F 0.133498 2.256743 1.803459  -0.21
F -1.431416 2.575085 0.378043  -0.17
H 1.655182 0.596486 1.803236  0.20
H 1.725781 0.202870 3.537336  0.36
H 2.172697 -1.021403 2.367717  0.43
H -0.412360 -0.452551 1.519941  -0.63
H -0.435525 1.030435 3.759679  0.41
H -0.631246 -0.521631 4.546761  0.57
H -3.885518 1.550387 3.349469  0.50
C 3.926488 0.044760 -4.035892  -0.71
O 2.591553 -0.029540 -4.490874  -0.34
C 2.127296 -1.346375 -4.761207  -0.82
C 1.076492 -1.774423 -3.761251  -0.16
N 1.654966 -1.977804 -2.440402  -0.30
C 0.683710 -2.181567 -1.371320  -1.09
C -0.285568 -1.050094 -1.059311  -0.07
O 0.324030 0.105048 -0.499729  -0.14
C 0.857533 1.030733 -1.429023  -0.78
H 4.204055 1.097364 -4.021908  0.24
H 4.046413 -0.361417 -3.025045  0.29
H 4.606192 -0.487259 -4.708396  0.35
H 2.961066 -2.054789 -4.773766  0.41
H 1.677699 -1.336467 -5.757872  0.40
H 0.628944 -2.713930 -4.099170  0.38
H 0.288483 -1.008077 -3.766571  0.17
H 2.232830 -1.179530 -2.209728  0.09
H 1.243858 -2.396025 -0.457360  0.46
H 0.098912 -3.078094 -1.599440  0.38
H -0.975233 -1.416702 -0.292813  0.03
H -0.901318 -0.768227 -1.920937  0.45
H 0.278852 1.048034 -2.355806  0.35
H 1.903350 0.817288 -1.666758  0.18
H 0.813000 2.019412 -0.970612  0.30

Forces on atoms 1 to 2 (eV/Å):
0.0 0.0 0.4
0.3 0.2 0.0

As for the HOMO energy: -8.893 eV. Its total energy is -5257.1953 Ha. Its gap between HOMO and LUMO is 0.34508 Ha.

What is the formula in the first record? C12H33MnNO16S4

Copy entry 3 word for word.
The following is a DFT calculation (ωB97M-V with the def2-TZVPD basis set) of a structure of composition C12H22BrClF3NO8S2 in a non-equilibrium geometry.

Each line ends with the Mulliken charge.
Element x y z (Å)
C 1.484184 -0.191299 2.540466  -1.33
C 0.018250 -0.647863 2.501002  1.36
Br -0.051538 -2.598729 2.703026  -0.13
C -0.807054 0.015758 3.610135  -1.80
C -2.318795 0.035201 3.338883  1.55
Cl -3.181687 -0.324791 4.892651  -0.18
O -2.666543 -0.951165 2.375625  -0.24
S -3.891208 -0.480850 1.475274  1.03
O -3.767292 -1.053385 0.191817  -0.53
O -5.096228 -0.535842 2.220521  -0.54
O -3.374059 1.037441 1.424001  -0.37
C -2.982164 1.347724 2.753195  -0.64
S -2.181193 2.947340 2.869747  1.10
O -3.166937 3.917871 2.507204  -0.65
O -1.504576 3.029026 4.126004  -0.62
C -0.919022 2.994411 1.499846  0.70
F -0.548833 4.240412 1.380153  -0.24
F 0.133498 2.256743 1.803459  -0.21
F -1.431416 2.575085 0.378043  -0.17
H 1.655182 0.596486 1.803236  0.20
H 1.725781 0.202870 3.537336  0.36
H 2.172697 -1.021403 2.367717  0.43
H -0.412360 -0.452551 1.519941  -0.63
H -0.435525 1.030435 3.759679  0.41
H -0.631246 -0.521631 4.546761  0.57
H -3.885518 1.550387 3.349469  0.50
C 3.926488 0.044760 -4.035892  -0.71
O 2.591553 -0.029540 -4.490874  -0.34
C 2.127296 -1.346375 -4.761207  -0.82
C 1.076492 -1.774423 -3.761251  -0.16
N 1.654966 -1.977804 -2.440402  -0.30
C 0.683710 -2.181567 -1.371320  -1.09
C -0.285568 -1.050094 -1.059311  -0.07
O 0.324030 0.105048 -0.499729  -0.14
C 0.857533 1.030733 -1.429023  -0.78
H 4.204055 1.097364 -4.021908  0.24
H 4.046413 -0.361417 -3.025045  0.29
H 4.606192 -0.487259 -4.708396  0.35
H 2.961066 -2.054789 -4.773766  0.41
H 1.677699 -1.336467 -5.757872  0.40
H 0.628944 -2.713930 -4.099170  0.38
H 0.288483 -1.008077 -3.766571  0.17
H 2.232830 -1.179530 -2.209728  0.09
H 1.243858 -2.396025 -0.457360  0.46
H 0.098912 -3.078094 -1.599440  0.38
H -0.975233 -1.416702 -0.292813  0.03
H -0.901318 -0.768227 -1.920937  0.45
H 0.278852 1.048034 -2.355806  0.35
H 1.903350 0.817288 -1.666758  0.18
H 0.813000 2.019412 -0.970612  0.30

Forces on atoms 1 to 2 (eV/Å):
0.0 0.0 0.4
0.3 0.2 0.0

As for the HOMO energy: -8.893 eV. Its total energy is -5257.1953 Ha. Its gap between HOMO and LUMO is 0.34508 Ha.